(1)
# C3H6N2S

A single C3H6N2S molecule (ωB97M-V with the def2-TZVPD basis set, the Open Molecules 2025 dataset).

Geometry as XYZ:
```
12
Properties=species:S:1:pos:R:3
C 1.2552 0.9502 -1.1923
C 0.2515 -0.0880 -0.8104
C -1.1347 -0.5419 1.2857
H 2.2858 0.5794 -1.0390
H 1.0863 1.1132 -2.2409
H 1.1643 1.8678 -0.6517
H 0.2712 0.9820 0.9480
H -1.3169 0.1010 2.1505
H -2.1242 -1.9896 1.8435
N -0.1510 0.1620 0.4542
N -1.5427 -1.7209 1.0524
S -0.0449 -1.4152 -1.7999
```

SMILES string: [H]/N=C/NC(C)=S
LUMO level in eV: 0.38

Quick look at the Löwdin charges, all values in e: -0.129, -0.863, -0.245, 0.098, 0.063, 0.060, 0.145, 0.113, 0.051, -0.012, 0.103, 0.615

(2)
# C3H6N2S2

A single C3H6N2S2 molecule (ωB97M-V with the def2-TZVPD basis set, the Open Molecules 2025 dataset).

Geometry as XYZ:
```
13
Properties=species:S:1:pos:R:3
C -1.3473 2.5278 0.0096
C -0.0790 -0.0355 -0.1296
C 1.3509 -2.0991 -0.5237
H -0.7709 2.7948 0.9092
H -1.4984 3.3767 -0.5631
H -2.3068 2.0283 0.3064
H 0.8867 -0.5748 -1.8413
H 1.8821 -2.6100 -1.3704
H 0.9068 -2.2335 1.3809
N 0.7159 -0.8837 -0.8842
N 1.3917 -2.6849 0.5921
S -0.3495 1.4573 -1.0333
S -0.4881 -0.2173 1.4761
```

SMILES string: [H]/N=C\NC(=S)SC
LUMO level in eV: 0.01

Quick look at the Löwdin charges, all values in e: -0.416, -1.090, -0.296, 0.040, -0.003, 0.059, 0.106, 0.123, -0.024, -0.076, 0.089, 0.842, 0.644

(3)
# C3H6N2S2

A single C3H6N2S2 molecule (ωB97M-V with the def2-TZVPD basis set, the Open Molecules 2025 dataset).

Geometry as XYZ:
```
13
Properties=species:S:1:pos:R:3
C 0.2583 -1.1098 -0.1970
C 1.4003 -0.1964 0.4598
C -0.4351 1.2364 -0.1650
H -2.9395 -0.6553 -0.9388
H -0.1811 -1.7152 0.5403
H 0.6727 -1.6055 -0.9294
H 1.4976 -0.7769 1.4406
H 2.3413 0.0216 -0.1809
H 0.4464 1.6260 1.8267
N -0.5898 0.0588 -0.8427
N 0.4744 0.9088 0.8400
S -1.8474 -0.5463 -1.8198
S -1.0980 2.7536 -0.0338
```

SMILES string: S=C1NCCN1S
LUMO level in eV: 0.52

Quick look at the Löwdin charges, all values in e: -0.126, -0.147, -0.964, -0.101, 0.097, 0.037, 0.122, 0.138, 0.230, -0.493, -0.125, 0.763, 0.568

(4)
# C3H6N2S2

2 unconnected molecules or ions with the total composition C3H6N2S2 (ωB97M-V with the def2-TZVPD basis set, the Open Molecules 2025 dataset).

Geometry as XYZ:
```
13
Properties=species:S:1:pos:R:3
C -2.1596 -1.5606 -0.0107
C -0.1214 0.5065 0.0075
C 2.4201 0.3054 -0.1861
H -2.5227 -1.4523 1.0329
H -2.6975 -0.9699 -0.8812
H -2.0883 -2.6819 -0.0857
H 1.3185 1.9139 0.0957
H 3.1323 1.2478 -0.6260
H 2.2212 -1.5281 1.0684
N 1.2515 0.8380 0.0851
N 2.8953 -0.8361 0.0864
S -0.4272 -1.1876 -0.0870
S -1.3994 1.6845 0.0452
```

LUMO level in eV: -0.25

Quick look at the Löwdin charges, all values in e: -0.435, -1.076, -0.462, 0.047, 0.083, 0.041, 0.145, 0.178, 0.202, -0.102, 0.031, 0.824, 0.522

(5)
# C3H6N2S3

A single C3H6N2S3 molecule (ωB97M-V with the def2-TZVPD basis set, the Open Molecules 2025 dataset).

Geometry as XYZ:
```
14
Properties=species:S:1:pos:R:3
C -2.5454 -1.0454 0.2140
C -0.8942 0.9922 -0.2122
C 2.5441 0.3600 0.0238
H -3.6354 -1.1821 0.8387
H -1.7306 -1.3696 0.8670
H -2.5074 -1.5172 -0.7614
H 1.9205 0.4602 -1.7970
H 3.4692 0.6942 -0.6300
H 1.8955 -0.3375 1.7442
N 1.6083 0.0640 -0.9230
N 2.6332 0.1299 1.2740
S -2.5334 0.7206 0.1050
S -0.3233 2.4881 -0.1213
S 0.0989 -0.4575 -0.6219
```

LUMO level in eV: -0.16

Quick look at the Löwdin charges, all values in e: -0.490, -1.499, -0.412, 0.120, 0.003, 0.021, 0.093, 0.149, 0.015, -0.410, 0.094, 0.802, 0.620, 0.895

(6)
# C3H6N3

2 unconnected molecules or ions with the total composition C3H6N3 (ωB97M-V with the def2-TZVPD basis set, the Open Molecules 2025 dataset).

Geometry as XYZ:
```
12
Properties=species:S:1:pos:R:3
C -1.7816 -0.6915 -0.3509
C -0.8253 0.9327 0.7607
C 1.5750 0.4588 0.0659
N -2.0326 0.3820 0.4314
N -0.4834 -0.8387 -0.4573
N 0.1337 0.2318 0.1566
H -2.3330 -1.3050 -1.0395
H -0.5997 1.7000 1.4023
H 2.2706 0.0332 0.8642
H 1.9152 -0.1076 -0.7165
H 1.5932 1.6236 -0.0271
H 0.5679 -2.4193 -1.0899
```

Total charge: +1
LUMO level (spin up / spin down) in eV: -7.49 / -8.82

Quick look at the Löwdin charges, all values in e: -0.138, -0.029, 0.015, 0.149, 0.092, -0.134, 0.137, 0.129, 0.129, 0.038, 0.153, 0.460

(7)
# C3H6N3

A gas-phase ion, C3H6N3 (charge +1) (ωB97M-V with the def2-TZVPD basis set, the Open Molecules 2025 dataset).

Geometry as XYZ:
```
12
Properties=species:S:1:pos:R:3
C -0.5726 -0.5825 -0.4632
C -1.6986 0.1174 0.2294
C 1.7881 -0.6778 -0.7105
N 0.5672 -0.0636 -0.0351
N -0.9479 1.0473 1.0091
N 0.2845 1.0195 0.7814
H -2.0463 0.4242 -0.7045
H -2.4889 -0.3732 0.6616
H 2.2007 -0.0129 -1.6392
H 2.6137 -0.7220 -0.0334
H 1.4598 -1.6458 -0.9381
H -1.1596 1.4693 1.8426
```

Total charge: +1
LUMO level in eV: -6.45

Quick look at the Löwdin charges, all values in e: 0.064, -0.068, 0.038, -0.103, 0.109, 0.230, 0.136, 0.127, 0.167, 0.078, 0.064, 0.158

(8)
# C3H6N3O

2 unconnected molecules or ions with the total composition C3H6N3O (ωB97M-V with the def2-TZVPD basis set, the Open Molecules 2025 dataset).

Geometry as XYZ:
```
13
Properties=species:S:1:pos:R:3
C -1.8126 0.6300 -1.6308
C 1.8968 -1.0266 0.5253
C 1.0946 0.1751 0.9789
N -1.1306 0.0011 1.9684
N -0.0574 0.1648 1.4951
N -1.8834 0.7606 -2.8145
O -1.5175 0.5314 -0.4963
H 2.4423 -0.6129 -0.2886
H 1.0887 -1.8300 0.2476
H 2.6010 -1.2499 1.2628
H 1.6361 1.0031 0.6716
H -1.9496 -0.0042 1.4288
H -2.4083 1.4572 -3.3483
```

Total charge: +1
LUMO level in eV: -5.71

Quick look at the Löwdin charges, all values in e: -0.350, 0.019, -0.027, 0.320, 0.054, 0.226, 0.089, 0.081, 0.148, 0.078, 0.137, 0.101, 0.125

(9)
# C3H6N3O2

A gas-phase ion, C3H6N3O2 (charge -1) (ωB97M-V with the def2-TZVPD basis set, the Open Molecules 2025 dataset).

Geometry as XYZ:
```
14
Properties=species:S:1:pos:R:3
C 0.2949 -1.1850 -0.7666
C -0.7653 -0.4185 1.4896
C 0.3601 -0.2243 0.5245
N 1.0626 1.6284 -1.0845
N -0.3492 1.8004 -0.9336
N 0.4189 1.2145 0.0699
O -0.7813 -1.6911 -1.0841
O 1.3894 -1.3438 -1.3458
H -1.6707 -0.4046 0.8419
H -0.8371 0.2845 2.3007
H -0.5811 -1.4149 1.8965
H 1.2788 -0.1655 1.2002
H 1.2260 0.8227 -1.6776
H -1.0461 1.0972 -1.4310
```

SMILES string: C[C@@H](C(=O)[O-])n1[nH][nH]1
Total charge: -1
LUMO level in eV: 4.25

Quick look at the Löwdin charges, all values in e: -0.737, -0.101, -0.291, -0.027, -0.062, -0.198, -0.051, -0.085, 0.080, 0.057, 0.078, 0.144, 0.058, 0.136

(10)
# C3H6N3P

A single C3H6N3P molecule (ωB97M-V with the def2-TZVPD basis set, the Open Molecules 2025 dataset).

Geometry as XYZ:
```
13
Properties=species:S:1:pos:R:3
C 1.5931 -0.7331 0.3331
C 0.5489 -1.4994 0.6025
C 1.2997 0.6136 -0.3495
N 0.5525 1.4169 0.2539
N -1.6343 0.0746 0.5284
N -2.4320 1.0531 0.2130
P -0.9622 -1.1828 -0.3431
H 2.5857 -0.7781 0.7499
H 0.5456 -2.3892 1.2679
H 1.9201 0.7874 -1.1870
H -2.6826 1.2880 -0.6971
H -2.3179 1.8582 0.7938
H -0.3945 -0.4215 -1.5116
```

LUMO level (spin up / spin down) in eV: 0.26 / -0.21

Quick look at the Löwdin charges, all values in e: -0.168, -0.349, -0.360, 0.162, -0.370, -0.039, 0.775, 0.091, 0.066, 0.084, 0.060, 0.086, -0.038

(11)
# C3H6N3S

A gas-phase ion, C3H6N3S (charge +1) (ωB97M-V with the def2-TZVPD basis set, the Open Molecules 2025 dataset).

Geometry as XYZ:
```
13
Properties=species:S:1:pos:R:3
C -2.1071 1.6746 -0.0762
C -2.4037 0.4499 -0.1256
C 0.2516 -0.7352 0.0636
N 0.6725 0.4742 0.1987
N 0.9908 -1.8453 -0.1530
N 1.9505 0.8161 0.2200
S -1.4813 -1.0695 0.1711
H -1.7279 2.6580 0.0103
H -3.3948 0.0844 -0.3914
H 1.9381 -1.7637 -0.4867
H 0.5312 -2.7250 -0.3252
H 2.1093 1.8059 0.3505
H 2.6707 0.1755 0.5440
```

Total charge: +1
LUMO level (spin up / spin down) in eV: -6.91 / -4.25

Quick look at the Löwdin charges, all values in e: 0.132, -0.494, -0.650, 0.023, 0.140, 0.163, 1.049, 0.054, 0.071, 0.120, 0.112, 0.141, 0.138

(12)
# C3H6N3S

A molecular structure, C3H6N3S (ωB97M-V with the def2-TZVPD basis set, the Open Molecules 2025 dataset).

Geometry as XYZ:
```
13
Properties=species:S:1:pos:R:3
C 0.0121 -1.0287 -0.0782
C 0.3996 1.2270 0.0052
C -1.9279 0.4047 -0.1350
N 1.3518 -1.0530 -0.0814
N -0.4593 0.2706 -0.0401
N 2.0055 0.0771 -0.0287
S 3.5796 0.3054 -0.1146
H -0.4231 -1.9524 0.2461
H 0.3494 2.2959 0.2666
H -2.1207 1.3776 0.1485
H -2.1972 0.1490 -1.0714
H -2.2323 -0.0970 0.7240
H 1.6625 -1.9760 0.1589
```

Total charge: +1
LUMO level (spin up / spin down) in eV: -5.01 / -5.11

Quick look at the Löwdin charges, all values in e: -0.038, 0.217, 0.081, -0.006, -0.152, -0.589, 0.727, 0.158, 0.145, 0.089, 0.088, 0.103, 0.177

These records have F_max values of 2.64; 3.09; 6.95; 7.34; 4.01; 4.83; 4.46; 4.26; 4.04; 2.27; 3.05; 4.08 eV/Å, in the order they appear.
These records have energy above the lowest of the compared OMol25 structures with the same formula, charge and spin values of 27.12; 13.91; 67.73; 80.67; 49.36; 133.35; 123.45; 67.25; 34.67; 131.00; 104.93; 132.71 kcal/mol, in the order they appear.